Record 1
One molecule with the formula C6H8 at a distorted geometry, computed with wB97M-V/def2-TZVPD.

Each line ends with the Löwdin charge.
CARTESIAN COORDINATES (ANGSTROEM)
C  -2.3386  0.1308  0.0429  0.0002
C  -1.1377  -0.0289  -0.5685  -0.1270
C  0.0547  0.0557  0.3727  -0.3323
C  1.1645  1.1058  0.1446  -0.0397
C  2.0165  0.1777  -0.3027  -0.0622
C  1.0921  -1.0577  0.0028  -0.1184
H  -3.3427  0.2903  -0.3910  0.0634
H  -2.2785  0.1879  1.0677  0.0124
H  -1.2552  0.1279  -1.6389  0.1018
H  -0.1944  -0.1951  1.4142  0.1321
H  0.9634  2.2168  0.0454  0.1210
H  3.0367  0.3667  -0.4350  0.0639
H  0.8136  -1.8279  -0.6791  0.0890
H  1.4055  -1.5499  0.9249  0.0958

Cartesian forces (eV/Å) of the 2 atoms listed first:
0.5 -0.2 -2.1
-2.8 2.0 1.8

Calculated values
Highest occupied orbital energy: -9.26 eV
E_LUMO: 0.0472 hartree
E_tot: -6348.15418 eV
Total charge: 0
Gap between HOMO and LUMO: 10.54 eV

Record 2
A 2-piece molecular cluster, C3H9NO3 overall at a distorted geometry, computed with wB97M-V/def2-TZVPD.

Each line ends with the Löwdin charge.
CARTESIAN COORDINATES (ANGSTROEM)
N  -1.0568  1.2912  -0.4190  0.1364
C  -1.0101  0.3461  -1.4322  -0.5392
O  -1.8366  -0.5218  -1.5511  0.0785
C  0.2124  0.4257  -2.3285  -0.1137
C  1.1902  -0.5930  -1.8323  -0.2573
O  1.6700  -0.1118  -0.5744  -0.0640
H  -1.9922  1.2836  -0.0213  0.0971
H  -0.3908  1.3005  0.3369  0.0945
H  -0.0747  0.2866  -3.3733  0.1281
H  0.6123  1.4295  -2.3173  0.1125
H  0.6732  -1.5495  -1.7278  0.1215
H  2.0342  -0.7476  -2.5051  0.1172
H  2.3449  -0.7412  -0.2989  0.0885
O  -0.5890  -0.3845  5.8779  -0.0629
H  -1.4426  -0.3981  6.3233  0.0313
H  -0.3443  -1.3157  5.8431  0.0316

Cartesian forces (eV/Å) of the 2 atoms listed first:
-1.6 0.5 0.3
1.1 -0.2 0.4

Calculated values
Highest occupied orbital energy: -9.66 eV
E_LUMO: 0.0274 hartree
E_tot: -10889.43922 eV
Total charge: 0
Gap between HOMO and LUMO: 10.40 eV